This record from the OMol25 dataset describes a 2-piece molecular cluster, CH6O2 overall. The level of theory is wB97M-V/def2-TZVPD.

## Properties
- Orbital gap: 11.7 eV
- Energy above the lowest of the compared OMol25 structures with the same formula, charge and spin: 0.24 kcal per mole
- LUMO: 0.81 eV
- SMILES string: CO.O
- HOMO: -10.8612 eV

Structure (XYZ):
```
9
Properties=species:S:1:pos:R:3:forces:R:3:mulliken_charge:R:1
H -0.9290 0.7960 -1.3889 -0.04 0.06 -0.03 0.21
O 1.6433 0.6412 1.9053 -0.14 0.10 0.00 -0.65
O -0.5221 -0.3892 0.1999 0.00 -0.14 0.08 -0.56
H -0.3114 -1.3078 0.3980 -0.08 0.02 -0.07 0.29
H 0.1180 -0.5736 -1.7812 0.03 0.00 -0.02 0.26
H 1.5232 1.5964 1.9390 0.07 -0.10 0.04 0.31
H 0.8498 0.3245 1.4471 0.09 0.09 -0.11 0.39
H -1.6214 -0.8301 -1.5182 -0.08 -0.02 -0.01 0.24
C -0.7504 -0.2575 -1.2011 0.15 -0.02 0.12 -0.50
```
Positions in Å, forces in eV/Å.

---

This record from the OMol25 dataset describes C32H26BrClCrFIN2O5Si as an isolated structure. The level of theory is wB97M-V/def2-TZVPD.

## Properties
- Orbital gap (spin up / spin down): 6.9 / 6.9 eV
- Energy above the lowest of the compared OMol25 structures with the same formula, charge and spin: 0.00 kcal per mole
- LUMO (spin up / spin down): 1.99 / 1.98 eV
- Spin multiplicity: 2
- Charge: -1
- HOMO (spin up / spin down): -4.8749 / -4.9408 eV

Structure (XYZ):
```
71
Properties=species:S:1:pos:R:3:forces:R:3:mulliken_charge:R:1
Cl 6.1560 -0.1649 -0.8317 -0.13 -0.03 0.05 -0.31
I 3.1250 -2.0193 3.6475 0.03 0.02 -0.03 0.02
Si -0.4117 2.2109 1.3006 -0.08 -0.12 0.15 0.31
C 0.4385 2.5616 -0.3113 0.16 0.03 -0.38 -0.78
H -3.6808 -1.3076 5.5723 0.02 0.01 -0.04 0.38
O -0.5948 -2.5836 -0.8741 0.38 -0.47 -0.02 0.03
C -2.1770 -1.1291 2.5802 0.04 -0.10 -0.19 0.40
C -3.1188 -0.9053 4.7392 0.03 -0.01 -0.06 -0.46
H -1.5841 1.4747 -3.0174 -0.03 0.03 0.00 0.14
C 3.3809 0.1191 -2.2681 0.18 0.02 -0.01 -1.20
H 2.1274 0.5159 -3.9458 0.00 -0.01 0.04 0.48
H 0.4010 2.8454 3.6024 0.11 -0.02 -0.12 0.37
C 2.0561 -1.0846 1.0195 -0.40 -0.06 0.00 0.60
H -2.3326 3.2569 -4.5766 -0.01 -0.02 0.02 0.39
H -1.4996 1.9126 3.7677 -0.06 -0.13 0.03 0.16
C 1.4634 -3.6935 -1.3766 0.12 0.14 0.03 0.60
C 0.9854 -0.0405 -2.2081 0.11 0.09 -0.25 -0.77
H 5.3933 -1.0620 1.7260 -0.06 -0.01 0.03 0.48
C -2.5551 1.9360 -2.8969 -0.03 0.04 -0.02 0.26
O -1.7655 -0.0774 -1.1210 -0.56 0.19 0.38 -0.47
F -1.9685 -1.8909 1.4413 0.06 0.01 0.02 0.07
Br 5.9710 -4.4781 -0.4588 0.00 0.02 -0.01 -0.20
C -1.8770 0.8976 3.7078 -0.04 0.11 0.06 -0.47
C 2.1801 0.2257 -2.9044 -0.20 0.03 -0.18 -1.27
H 1.4425 2.1238 -0.3553 -0.13 0.10 -0.03 0.13
C 2.3953 -3.6963 -2.4089 0.12 0.04 -0.01 -0.52
C 1.8794 -3.9676 -0.0831 0.03 0.00 0.15 -0.11
C 0.0210 -3.3905 -1.6872 -0.55 0.17 0.24 -0.09
C -2.6086 0.3844 4.7740 0.05 -0.02 -0.09 -1.04
H 4.4755 -3.8914 -2.9411 0.00 0.00 0.00 0.45
H -1.9225 3.9312 2.3186 -0.04 -0.05 -0.14 0.39
C 4.1314 -4.1861 -0.8423 -0.01 0.04 -0.12 -0.02
C 3.2327 -1.2195 1.7319 0.19 0.00 -0.02 -0.20
H 4.3078 0.3239 -2.7890 -0.03 0.00 0.03 0.47
C -2.8941 -1.6782 3.5995 -0.18 -0.11 0.22 -1.00
H 2.0559 -3.5055 -3.4199 0.01 -0.02 0.02 0.46
H 0.0088 0.0379 -2.6700 0.05 -0.03 0.00 0.66
H -4.5689 4.2779 -4.2896 0.00 0.02 0.00 0.38
C -2.9292 0.4767 -0.8454 0.88 0.26 -0.30 0.00
H 1.6138 1.9330 2.6878 -0.07 0.12 0.00 0.24
C -2.9791 2.9310 -3.7701 -0.03 -0.05 0.06 -0.84
C 4.5844 -0.4814 -0.1348 0.03 0.07 -0.13 0.67
C -1.6199 0.1455 2.5473 0.31 0.42 -0.24 0.85
N -0.8925 0.5584 1.4411 -0.31 -0.33 0.16 0.91
H 1.1586 -3.9442 0.7250 0.02 0.01 -0.02 0.38
C 0.8355 2.7034 2.6075 0.26 0.13 0.23 -1.24
C -4.6284 2.0957 -1.6981 -0.04 0.11 -0.02 -0.48
H -2.7757 1.0074 5.6466 0.01 -0.03 -0.06 0.40
N 0.9955 -0.3889 -0.9500 0.47 -0.06 0.03 1.68
O 0.8645 -1.4337 1.4215 0.39 0.03 -0.37 -0.50
H 0.5392 3.6516 -0.3958 0.01 -0.13 0.00 0.56
C -1.9154 3.3250 1.4042 -0.30 0.20 0.03 -1.22
H -6.0407 3.5274 -2.4473 0.03 -0.02 0.00 0.39
C 4.4872 -0.9165 1.1517 -0.12 -0.14 0.23 -0.24
H -5.2446 1.7605 -0.8728 0.02 0.01 -0.04 0.45
C 2.1866 -0.5493 -0.3067 -0.24 -0.10 0.08 -0.63
C 3.2157 -4.2314 0.1913 -0.07 0.05 0.02 -0.40
H -3.2763 -2.6879 3.4970 0.03 0.09 0.01 0.45
O -3.6058 0.2897 0.1422 -0.12 -0.38 0.22 -0.64
C -4.2336 3.5058 -3.6085 0.01 -0.08 0.03 -0.35
O -0.4933 -3.9495 -2.6430 0.03 0.19 -0.09 -0.71
H -1.9478 4.0065 0.5448 -0.03 -0.07 0.13 0.42
C 3.7410 -3.9197 -2.1478 -0.09 -0.03 0.08 -0.58
H 3.5412 -4.4304 1.2034 0.00 -0.02 0.01 0.51
Cr -0.5819 -0.9321 0.1681 -0.41 -0.06 0.12 -0.71
H 1.3175 3.6467 2.3127 -0.05 -0.15 0.09 0.34
C -5.0607 3.0821 -2.5743 0.05 -0.03 0.03 -0.60
C -3.3728 1.5196 -1.8520 0.03 -0.14 -0.14 0.59
H -0.1423 2.2056 -1.1670 0.06 0.07 0.07 -0.07
C 3.4194 -0.2877 -0.9181 0.02 0.01 0.01 0.35
H -2.8290 2.7170 1.3885 0.12 0.12 0.00 0.29
```
Positions in Å, forces in eV/Å.

---

This record from the OMol25 dataset describes C19H37ClF3KN4Na2O11S as an isolated structure at a distorted geometry. The level of theory is wB97M-V/def2-TZVPD.

## Properties
- Orbital gap: 1.0 eV
- LUMO: -4.84 eV
- HOMO: -5.8729 eV

Structure (XYZ):
```
79
Properties=species:S:1:pos:R:3:forces:R:3:mulliken_charge:R:1
H 3.6396 2.5755 1.4070 0.20 0.09 -0.12 0.44
H -3.3928 4.2273 1.0258 0.02 0.01 -0.06 0.36
H -1.9034 0.5947 2.2724 -0.03 0.14 -0.29 0.31
H 2.7404 3.5066 2.5544 -0.02 0.24 0.28 0.36
C -0.8276 5.8412 1.9023 -0.08 0.15 0.29 -0.67
H 1.3118 1.8051 1.9599 -0.39 -0.24 0.05 -0.33
C 1.9196 -2.2128 1.9941 -0.47 -1.64 0.74 -0.21
H 1.7528 1.2812 -6.4592 -0.02 -0.33 -0.16 0.13
H -3.8998 -3.9532 5.2880 0.05 -0.05 -0.05 0.35
H 4.0072 2.3715 3.1276 0.19 0.03 0.25 0.42
N -1.9114 -4.8206 -7.0652 0.02 -0.10 -0.05 0.83
C 2.1943 1.4371 2.4672 1.40 1.15 -0.65 1.11
C -3.0898 -3.5899 5.9223 -0.38 0.48 -0.29 -0.57
H -1.5739 3.5988 3.4104 0.00 -0.02 -0.01 0.05
H -0.8253 -1.3566 -5.5721 0.00 0.02 -0.02 0.27
H 0.4690 -0.3541 3.6008 0.13 -0.03 -0.01 0.33
H -0.8613 6.8087 1.4100 0.09 -0.04 -0.12 0.37
H -2.4697 2.7250 1.3013 0.08 0.01 -0.12 0.23
C 3.2248 2.5514 2.4035 -0.22 -0.29 -0.27 -1.66
H 0.0394 0.5002 1.1340 0.20 0.31 -0.08 0.63
F 1.7102 2.7280 -4.8964 0.13 -0.14 0.45 -0.46
H 3.4317 0.3704 1.0232 -0.23 0.26 -0.52 0.44
C -2.4948 3.7985 1.4688 -0.12 -0.02 0.31 -0.57
O -1.2774 -3.9438 -7.6064 -0.09 -0.04 -0.23 -0.49
C -0.0453 -2.1002 -5.7286 0.32 -0.23 -0.02 -0.82
O 0.0237 3.6338 0.7249 -0.04 -0.09 0.04 -0.44
H -3.4808 -3.5238 6.9396 0.12 -0.07 0.05 0.33
O 2.7653 2.8468 -0.4815 -0.13 0.21 -0.15 -0.63
H -1.2982 -6.7480 -6.5467 -0.08 -0.01 0.04 0.30
C -1.3783 0.3852 3.1962 0.32 -0.58 0.15 -0.75
H -1.7806 -1.8590 6.0752 0.11 -0.10 -0.08 0.31
O 3.9590 1.6436 -2.1148 -0.13 0.09 0.00 -0.65
C 1.6815 -0.9088 1.3882 -0.03 0.54 -0.64 0.62
C 2.7557 0.1547 1.8385 -0.30 -0.79 1.10 0.44
C 1.5426 0.3856 -7.0741 -0.05 0.47 0.38 -0.70
H 0.1541 5.6837 2.3438 0.04 -0.07 -0.07 0.33
H -2.2188 -2.2819 4.4145 0.02 0.09 0.00 0.32
C -1.6155 -6.2290 -7.4454 0.12 -0.03 -0.10 -0.74
H -2.2926 -4.3290 5.9200 -1.91 0.67 0.94 -0.41
N 1.8977 -3.1713 2.6470 -0.31 0.87 -0.29 -0.63
H 1.8516 -1.0734 0.3180 0.21 -0.05 0.00 0.55
O -3.6502 -1.2842 5.4322 -0.05 -0.16 -0.17 -0.53
H 3.4115 -0.5755 -6.6515 0.01 0.01 0.13 0.36
O 2.1261 -1.0936 -5.1996 0.34 -0.09 0.05 -0.40
H -0.8324 -6.2228 -8.1929 0.02 0.05 -0.01 0.31
H -1.6294 6.0065 3.9191 0.01 0.01 0.01 0.37
H -0.4385 -3.0825 -5.4931 -0.10 0.04 0.19 0.13
O 1.0581 -2.1888 -3.6295 -0.25 0.07 0.16 -0.61
H 0.2365 -2.1069 -6.7753 -0.06 0.13 -0.01 0.37
H -2.5320 -6.6580 -7.8371 -0.05 -0.02 0.08 0.28
N -0.2811 -0.5652 2.9568 -0.35 0.27 -0.10 -0.21
C -2.3564 4.1944 2.9357 0.06 0.05 -0.03 -0.29
O -2.7722 -4.6485 -6.2273 -0.06 0.01 0.08 -0.51
F 1.9333 1.2328 3.8252 -0.82 -0.27 0.20 -0.42
H -0.4111 -1.1696 1.0019 0.23 0.75 1.31 0.85
H 2.1751 -1.6897 -7.1954 -0.02 -0.01 0.09 0.41
H 1.7879 0.6034 -8.1157 0.02 -0.04 0.02 0.35
C 0.2074 -0.4749 1.5862 0.31 -0.74 0.17 -1.92
C 1.0980 -1.8150 -4.7798 -0.41 0.11 0.06 0.80
C -1.9512 5.6742 2.9335 -0.01 -0.05 -0.05 -0.72
F 2.8380 -2.9408 -0.1178 -0.87 0.44 0.09 -0.84
N 4.1565 -0.9391 3.7764 -0.78 0.98 -1.62 -0.62
C -2.5949 -2.2240 5.4375 -0.11 0.03 0.32 -0.26
H -1.0033 1.3094 3.6233 -0.09 0.34 0.03 0.31
Na -1.4616 -5.6116 8.2865 0.06 -0.20 0.48 0.38
O 1.7249 1.0723 -1.6280 -0.13 0.00 0.14 -0.56
S -1.0791 4.5562 0.6664 -0.19 0.09 0.04 0.96
Cl 2.6770 2.1444 -1.7408 0.31 -1.04 -0.06 1.76
K -0.5273 -2.0841 -0.7220 1.06 -0.90 -2.02 0.96
H -2.8092 6.2846 2.6461 -0.01 0.00 -0.02 0.32
C 2.3483 -0.7971 -6.5871 0.01 0.11 -0.25 -0.48
H 0.4706 0.1979 -7.0042 0.01 -0.02 -0.09 0.24
H -3.9904 -1.1935 6.3275 0.00 0.10 0.03 0.31
Na -0.9129 -4.8736 5.3082 2.49 -0.61 -1.49 0.72
H -2.1138 -0.0576 3.8562 -0.16 0.11 0.33 -0.01
H -3.2839 4.0289 3.4828 0.00 -0.01 0.01 0.40
O 2.2021 3.1172 -2.7196 -0.32 0.63 -0.48 -0.52
O -1.5047 5.1514 -0.5689 0.10 -0.06 -0.10 -0.73
C 3.6001 -0.4474 2.8797 1.10 -0.97 1.82 -0.09
```
Positions in Å, forces in eV/Å.

---

This record from the OMol25 dataset describes C6H12F2KNO10S2 as an isolated structure at a distorted geometry. The level of theory is wB97M-V/def2-TZVPD.

## Properties
- Orbital gap: 9.3 eV
- LUMO: -0.53 eV
- HOMO: -9.8574 eV

Structure (XYZ):
```
34
Properties=species:S:1:pos:R:3:forces:R:3:mulliken_charge:R:1
O 0.8843 -2.4281 1.9199 0.07 0.51 -0.99 -0.56
O 0.7635 2.6612 -3.1380 -0.07 -0.48 -0.41 -0.29
O 0.1411 0.4823 -3.0161 0.39 -0.43 0.44 -0.67
H 2.4261 1.4818 -3.6830 -0.32 -0.13 0.04 0.35
H 3.2279 -3.1466 1.8426 0.12 -0.24 0.38 0.30
H 3.6686 -4.8667 2.3060 0.10 0.40 0.05 0.23
O -2.3850 0.9906 3.7176 1.27 0.70 -0.67 -0.58
O -1.9004 3.4175 2.0015 0.33 -0.87 0.83 -0.56
H -0.7812 3.8586 -4.7792 0.09 -0.49 -0.15 0.29
O -1.1890 1.9824 -3.9093 -0.37 -0.63 0.21 -0.32
O -0.2762 2.9227 0.2629 0.15 -1.07 0.34 -0.59
H -1.5480 -2.8038 3.2591 0.06 0.01 -0.01 0.27
H -2.4133 -4.1270 2.4707 0.13 -0.21 -0.07 0.25
H -1.5868 3.9485 -3.2641 0.02 -0.51 0.24 0.28
H -2.4776 3.3755 -4.6532 0.05 -0.43 -0.05 0.27
H 3.1657 -4.4450 0.6810 -0.62 -0.21 0.08 0.27
O -0.3886 -4.2387 2.3234 -0.39 -0.40 -0.23 -0.34
O 0.0560 1.5619 3.3652 -0.52 0.76 -0.19 -0.55
C -0.0635 1.6301 -3.3149 -0.36 0.72 -0.21 0.93
H -1.7094 -2.8156 1.5123 0.17 -0.08 -0.13 0.15
F -2.5886 2.4257 -0.0087 0.56 -0.33 0.16 -0.30
H 2.6949 3.1920 -3.3609 -0.16 0.01 -0.10 0.28
C -1.5698 -3.4507 2.3856 -0.48 0.51 0.40 -0.43
H 2.4519 2.1369 -2.0125 -0.31 -0.26 0.05 0.26
O 1.7169 -4.5064 2.2329 -0.50 -0.48 -0.48 -0.34
N -1.3919 0.8264 1.3877 0.29 3.62 -0.06 -0.25
C 2.1379 2.3111 -3.0418 1.06 0.63 0.37 -0.71
S -1.1638 0.9445 2.9529 -0.42 -3.98 3.33 1.01
C 3.0035 -4.2130 1.7416 0.90 0.49 -0.17 -0.63
S -1.3787 2.4772 1.0694 -1.55 0.89 -3.58 1.08
F -0.7561 -0.6251 3.1279 -0.23 0.41 -0.19 -0.24
C -1.5100 3.3260 -4.1613 -0.04 1.91 -0.06 -0.63
C 0.7430 -3.6072 2.1016 0.43 -0.44 0.80 0.86
K -0.0031 -0.6791 -0.3188 0.14 0.07 0.02 0.92
```
Positions in Å, forces in eV/Å.